The following is a DFT calculation (ωB97M-V with the def2-TZVPD basis set) of C25H27F2N3OReSTe as an isolated structure in a non-equilibrium geometry.

Summary:
<S²>: 3.7852
HOMO level (alpha / beta): -0.524 / -0.522 Ha
multiplicity: 4
HOMO-LUMO gap (alpha / beta): 6.2 / 6.1 eV
charge: +2
LUMO level (alpha / beta): -8.08 / -8.14 eV

Positions of all 61 atoms, in Å:
Re1 -0.098400 -0.345900 0.238600
F1 5.158700 -1.823900 0.224500
C1 4.305400 -0.811300 0.140800
C2 2.946500 -1.080200 0.287400
C3 2.005300 -0.069100 0.168100
C4 2.477200 1.249400 -0.051500
C5 3.851200 1.486800 -0.180100
F2 4.300800 2.718300 -0.416300
C6 4.779800 0.465500 -0.101600
C7 1.437500 2.256500 -0.156300
C8 1.631300 3.639000 -0.225500
C9 0.541300 4.483300 -0.300700
C10 -0.735700 3.934900 -0.359700
C11 -0.864300 2.563200 -0.288700
N1 0.183200 1.744800 -0.159000
H1 2.667600 -2.096500 0.514400
H2 5.831600 0.672400 -0.228100
H3 2.627400 4.047700 -0.206500
H4 0.684200 5.553300 -0.313100
H5 -1.610100 4.559700 -0.451700
H6 -1.844700 2.104600 -0.326200
C12 -4.808900 1.611900 3.793000
C13 -5.013500 0.188400 3.285400
N2 -4.442600 -0.030700 1.965300
C14 -5.345000 -0.081800 0.833600
C15 -5.664000 1.311100 0.293800
C16 -3.130500 -0.145200 1.849800
S1 -2.474900 -0.541400 0.278500
N3 -2.399200 -0.056900 2.940700
C17 -1.101600 0.010900 3.144100
O1 -0.202700 0.162800 2.242200
C18 -0.654000 -0.043200 4.534400
C19 -1.573000 -0.075600 5.590300
C20 -1.115600 -0.094000 6.890500
C21 0.250300 -0.086000 7.154900
C22 1.165600 -0.091200 6.108700
C23 0.721500 -0.065500 4.803800
H7 -5.242900 1.694200 4.785000
H8 -5.300100 2.326300 3.138400
H9 -3.753100 1.860800 3.858800
H10 -6.079800 -0.028300 3.224800
H11 -4.542100 -0.523300 3.969800
H12 -6.266300 -0.570200 1.155500
H13 -4.906500 -0.694900 0.043400
H14 -6.185200 1.908900 1.035100
H15 -6.301200 1.215400 -0.580200
H16 -4.760700 1.841700 0.001600
H17 -2.631000 -0.074000 5.380400
H18 -1.818900 -0.116500 7.707800
H19 0.601600 -0.077500 8.174500
H20 2.221900 -0.111500 6.316800
H21 1.418400 -0.053600 3.979500
C24 -1.867500 -3.442700 -0.999000
Te1 -0.005600 -2.464600 -1.490900
C25 1.131800 -3.978900 -0.454300
H22 -1.805300 -4.484700 -1.306500
H23 -2.662800 -2.952700 -1.552900
H24 -2.057000 -3.387300 0.070000
H25 1.063200 -3.854000 0.625300
H26 2.165200 -3.943300 -0.788700
H27 0.709100 -4.939100 -0.750000

Forces on the atoms, in the same order (eV/Å):
Re 0.25 2.34 2.18
F 0.06 0.04 0.02
C -0.27 0.26 0.01
C 0.21 -0.19 0.07
C 0.20 -0.12 -0.22
C 0.12 -0.17 -0.07
C -0.49 -0.35 0.05
F 0.02 -0.03 0.03
C -0.04 -0.13 0.04
C 0.40 0.43 0.00
C -0.10 -0.22 0.03
C -0.16 -0.23 -0.01
C 0.19 -0.18 0.00
C -0.95 0.59 -0.03
N 0.06 -1.07 0.09
H 0.00 -0.15 -0.02
H 0.08 -0.03 0.01
H 0.02 -0.09 0.02
H 0.01 0.07 -0.06
H -0.09 -0.05 0.00
H 0.14 0.00 0.03
C -0.05 -0.15 -0.07
C -0.10 0.29 0.80
N 0.71 -0.23 -0.22
C -0.43 0.17 -0.70
C -0.03 -0.22 0.06
C 0.22 0.00 0.30
S 0.15 -0.30 -0.82
N 0.00 -0.02 0.66
C -1.55 -0.15 0.46
O 1.01 -0.25 -2.27
C 0.46 -0.02 0.07
C 0.10 0.05 -0.22
C 0.12 -0.01 0.14
C -0.08 -0.03 -0.21
C -0.03 0.01 0.10
C -0.30 0.05 -0.08
H -0.07 0.08 0.09
H -0.05 0.12 0.01
H 0.05 0.00 0.02
H 0.10 -0.09 -0.07
H -0.16 0.06 -0.10
H 0.14 -0.03 0.04
H -0.11 0.03 0.18
H -0.08 0.07 0.05
H -0.09 0.05 -0.08
H 0.14 0.01 -0.04
H -0.04 0.01 -0.02
H -0.08 0.03 0.07
H 0.03 -0.04 0.11
H 0.16 0.02 0.04
H 0.10 0.01 0.00
C 0.00 -0.02 -0.09
Te -0.23 -0.85 -0.05
C 0.15 0.06 0.05
H 0.22 0.06 -0.15
H 0.03 0.06 0.01
H 0.13 0.09 -0.08
H -0.04 0.03 -0.12
H -0.03 0.15 -0.01
H -0.15 0.18 -0.06

Löwdin population analysis, charges in e, atoms 1 to 6: 1.22, 0.12, -0.25, -0.05, -0.27, -0.12

The following is a DFT calculation (ωB97M-V with the def2-TZVPD basis set) of a 4-piece molecular cluster, C32H57N2O11PS overall in a non-equilibrium geometry.

Summary:
HOMO level: -0.298 Ha
multiplicity: 1
HOMO-LUMO gap: 6.8 eV
charge: 0
LUMO level: -1.28 eV
SMILES string: CC(C)=Nc1c(CN)c([PH2]=S)cc2c1C(=O)C=CC2=O.COCCOCCOC.COCCOCCOC.COCCOCCOC

Positions of all 104 atoms, in Å:
C1 7.307663 -3.866283 1.398151
C2 7.780703 -5.339284 1.608315
C3 8.673535 -5.930995 0.440135
N1 7.534799 -6.063888 2.654730
C4 6.374132 -6.893899 2.555322
C5 6.457774 -8.278779 2.055057
C6 7.741196 -9.013712 1.549752
N2 8.996134 -8.616646 2.203778
C7 5.197126 -9.054820 2.016021
P1 5.118540 -10.824681 1.387017
S1 5.692652 -11.980776 2.863493
C8 3.907156 -8.504386 2.439465
C9 3.811934 -7.143677 2.937621
C10 5.061464 -6.355880 3.008160
C11 4.906466 -4.911035 3.588709
O1 5.836984 -4.244228 3.988044
C12 3.492400 -4.254444 3.725553
C13 2.376589 -5.026882 3.622252
C14 2.446689 -6.546769 3.373793
O2 1.438354 -7.196644 3.528376
H1 7.964859 -3.138626 1.958240
H2 6.249303 -3.688177 1.700263
H3 7.389672 -3.559355 0.316926
H4 8.173909 -6.796380 -0.055135
H5 9.658487 -6.211962 0.901404
H6 8.914371 -5.125492 -0.307088
H7 7.822496 -8.874786 0.438600
H8 7.638478 -10.127476 1.709623
H9 8.851391 -8.107583 3.070163
H10 9.642072 -8.151588 1.577840
H11 3.773489 -11.094334 0.986542
H12 6.044485 -10.953409 0.304892
H13 2.970492 -9.109290 2.415100
H14 3.425632 -3.159599 3.919728
H15 1.389099 -4.509589 3.722493
C15 -0.566388 2.608288 1.915463
O3 0.452405 1.915387 1.221814
C16 1.345111 2.787330 0.540860
C17 2.747178 2.200843 0.503898
O4 3.439880 2.272219 1.747607
C18 2.987022 1.410903 2.789349
C19 3.275932 -0.062002 2.544175
O5 2.372218 -0.603246 1.588049
C20 2.952377 -1.626254 0.804986
H16 -1.262586 3.069360 1.205980
H17 -1.112265 1.887671 2.525252
H18 -0.143470 3.368556 2.579022
H19 1.377723 3.770110 1.024164
H20 0.972769 2.906231 -0.484478
H21 3.339681 2.803392 -0.190059
H22 2.749478 1.184000 0.110430
H23 1.933693 1.583605 3.011477
H24 3.547346 1.715237 3.677294
H25 3.142208 -0.620917 3.478833
H26 4.311377 -0.173116 2.210116
H27 3.876724 -1.276857 0.331455
H28 2.246965 -1.890470 0.017199
H29 3.151894 -2.510781 1.418177
C21 -1.829791 0.742286 -0.942490
O6 -2.896806 0.518829 -1.842391
C22 -4.006047 -0.125618 -1.232352
C23 -5.310547 0.330559 -1.866393
O7 -5.713728 1.643161 -1.484187
C24 -4.951706 2.731783 -2.004567
C25 -5.130631 2.952007 -3.498317
O8 -4.409288 1.978995 -4.244945
C26 -5.037622 1.651803 -5.466758
H30 -1.361007 -0.208098 -0.665443
H31 -1.088786 1.366266 -1.442991
H32 -2.174467 1.269675 -0.048621
H33 -4.036565 0.081442 -0.156567
H34 -3.884871 -1.205550 -1.384597
H35 -6.103191 -0.330436 -1.504539
H36 -5.291219 0.225251 -2.951441
H37 -3.900094 2.640238 -1.731636
H38 -5.330146 3.619881 -1.491318
H39 -4.735099 3.937643 -3.771856
H40 -6.197013 2.918210 -3.740039
H41 -6.075296 1.341774 -5.300891
H42 -4.499464 0.812956 -5.908076
H43 -5.003593 2.501745 -6.156528
C27 -8.082295 7.885965 -4.905965
O9 -8.040719 7.877737 -3.493923
C28 -8.010715 6.564840 -2.950804
C29 -7.212178 6.533799 -1.657316
O10 -5.800569 6.614838 -1.843755
C30 -5.280582 7.872822 -2.269911
C31 -5.355571 8.964262 -1.213351
O11 -6.682542 9.459155 -1.089668
C32 -6.990654 9.875640 0.225010
H44 -9.051235 7.518291 -5.261665
H45 -7.953071 8.915366 -5.241059
H46 -7.271689 7.283067 -5.327013
H47 -7.571559 5.856356 -3.662655
H48 -9.047021 6.268788 -2.746056
H49 -7.384429 5.562266 -1.185171
H50 -7.558842 7.286923 -0.949559
H51 -5.736616 8.187910 -3.208678
H52 -4.223969 7.689141 -2.482688
H53 -4.716043 9.804599 -1.509943
H54 -4.996768 8.565272 -0.260405
H55 -6.793274 9.073447 0.944484
H56 -8.054077 10.111110 0.262871
H57 -6.416401 10.769470 0.489763

Forces on the atoms, in the same order (eV/Å):
C 0.32 0.31 -0.61
C 0.82 -0.12 -0.19
C 0.30 1.49 0.38
N -1.85 0.31 -2.35
C -1.14 -1.13 1.06
C -2.30 -0.03 0.38
C 0.05 0.06 0.21
N -0.26 -0.47 -0.23
C -0.89 1.86 -0.24
P 1.06 0.20 2.00
S -0.24 -0.08 -0.39
C 1.32 1.06 0.21
C 2.11 -0.62 -0.53
C -0.93 -0.81 -0.37
C -0.30 0.30 0.33
O -0.35 -0.44 -0.22
C -0.28 -1.91 -0.62
C 0.96 0.86 -0.11
C 0.38 0.98 0.10
O 0.67 -0.20 -0.31
H -0.67 -0.90 -0.27
H 0.98 -0.35 0.05
H 0.05 -0.51 0.99
H 0.41 0.64 0.52
H -1.03 -0.03 -0.43
H -0.40 -0.90 0.51
H -0.04 -0.05 0.87
H -0.32 1.16 -0.06
H 0.12 0.03 -0.48
H -0.33 0.05 0.42
H 0.61 0.53 -0.35
H -0.94 0.36 -0.07
H 0.94 0.48 -0.06
H 0.37 -1.06 -0.10
H 0.76 -1.05 -0.05
C 0.01 -0.21 -0.21
O 0.07 0.17 0.33
C -0.05 -0.45 -0.09
C 0.07 0.19 -0.01
O -0.15 -0.14 -0.02
C 0.18 0.02 0.05
C -0.51 0.06 -0.01
O 0.24 0.07 -0.23
C -0.20 0.14 0.13
H -0.03 0.16 0.13
H 0.04 -0.04 -0.10
H -0.03 0.10 -0.03
H 0.01 -0.02 0.02
H 0.15 0.20 -0.07
H -0.01 0.07 0.11
H -0.23 -0.05 0.08
H -0.07 -0.20 -0.13
H 0.09 -0.01 -0.09
H 0.19 0.10 0.14
H 0.06 0.00 -0.04
H 0.08 -0.08 0.04
H -0.05 0.00 0.10
H 0.14 -0.10 -0.10
C -0.02 -0.18 -0.28
O -0.07 0.29 0.24
C 0.10 0.04 -0.47
C -0.09 -0.03 0.19
O 0.15 -0.05 -0.11
C -0.20 0.12 0.02
C 0.53 -0.07 0.09
O -0.32 -0.22 -0.01
C 0.23 0.06 0.16
H 0.07 0.09 0.20
H -0.05 -0.07 -0.05
H 0.02 -0.08 0.09
H 0.00 0.03 -0.01
H -0.18 -0.08 0.17
H 0.02 0.08 0.10
H 0.25 0.04 -0.02
H 0.06 -0.10 -0.23
H -0.10 -0.04 -0.06
H -0.18 0.15 0.13
H -0.08 -0.04 -0.01
H -0.06 0.08 -0.07
H 0.07 0.08 0.03
H -0.14 -0.03 -0.09
C -0.18 0.13 0.22
O 0.34 -0.10 -0.19
C -0.11 0.39 0.24
C 0.02 -0.22 -0.04
O -0.12 0.14 -0.05
C 0.16 -0.05 0.10
C -0.30 0.15 -0.39
O -0.03 -0.26 0.25
C -0.01 0.04 -0.26
H 0.08 -0.07 -0.15
H -0.05 -0.02 0.09
H -0.03 -0.09 -0.06
H 0.03 0.01 0.00
H 0.05 -0.25 0.04
H 0.08 -0.03 -0.10
H -0.07 0.16 -0.18
H -0.16 0.15 0.12
H -0.01 -0.06 0.12
H 0.22 -0.11 0.03
H 0.00 -0.05 0.06
H 0.08 0.06 0.07
H 0.05 0.04 -0.09
H 0.01 -0.02 0.17

Löwdin population analysis, charges in e, atoms 1 to 6: -0.02, -0.27, -0.03, 0.08, -0.13, -0.10

The following is a DFT calculation (ωB97M-V with the def2-TZVPD basis set) of C21H35BIrO2P2 as an isolated structure in a non-equilibrium geometry.

Summary:
<S²>: 8.7806
HOMO level (alpha / beta): -0.453 / -0.502 Ha
multiplicity: 6
energy above the lowest of the compared OMol25 structures with the same formula, charge and spin: 121.00 kcal/mol
HOMO-LUMO gap (alpha / beta): 5.8 / 4.8 eV
charge: +2
LUMO level (alpha / beta): -6.56 / -8.84 eV

Positions of all 62 atoms, in Å:
P1 -1.855417 1.383054 -3.887707
P2 0.046356 -1.706832 -4.975617
C1 -1.163343 0.762129 -5.568046
C2 -1.217231 -0.731523 -5.873685
H1 -0.143362 1.130767 -5.633490
H2 -1.730228 1.229079 -6.385556
H3 -2.169310 -1.241001 -5.666677
H4 -0.895936 -0.937237 -6.905235
C3 1.448847 -1.741168 -6.178328
H5 2.329060 -2.238120 -5.710580
H6 1.713881 -0.720820 -6.504219
H7 1.129461 -2.342220 -7.045939
C4 -0.271536 -3.526748 -5.221374
H8 0.244200 -3.841279 -6.125127
H9 -1.339051 -3.777233 -5.321733
H10 0.139494 -4.118287 -4.383917
C5 -1.415954 3.210961 -4.191594
H11 -1.478831 3.929766 -3.314405
H12 -1.979069 3.656816 -5.046862
H13 -0.344905 3.201857 -4.486877
C6 -3.655982 1.018198 -4.153847
H14 -3.617626 -0.087218 -4.302580
H15 -4.063983 1.536582 -5.054344
H16 -4.128641 1.262868 -3.165789
Ir1 -1.939005 2.544540 -2.035085
C7 0.819877 -3.500451 -1.415017
C8 2.002458 -2.849502 -1.468904
C9 2.822755 -2.397217 -2.739760
C10 2.224856 -0.993253 -3.045968
C11 0.867759 -0.883739 -2.589517
C12 -0.424498 -1.441765 -2.924008
C13 -1.341886 -2.590711 -2.575339
C14 -0.689893 -3.177069 -1.285449
C15 -3.094701 2.531866 -0.292856
H17 0.753756 -4.636214 -1.377772
H18 2.404615 -2.289683 -0.466531
H19 2.844271 -2.993864 -3.653210
H20 3.859300 -2.152029 -2.523567
H21 2.740265 -0.146747 -2.534054
H22 2.260409 -0.811454 -4.118464
H23 0.685169 0.190191 -2.390310
H24 -1.100320 -0.569882 -2.589512
H25 -1.501238 -3.397282 -3.344184
H26 -2.340195 -2.093369 -2.266693
H27 -0.955024 -2.473352 -0.459768
H28 -1.086289 -4.239722 -1.188880
H29 -3.365996 1.677506 0.375727
H30 -4.081020 3.011435 -0.381285
H31 -2.550269 3.246894 0.377860
O1 0.135984 2.224817 0.110028
B1 -0.918793 1.584167 -0.537647
O2 -1.165592 0.320679 0.089545
C16 -0.256545 0.226881 1.125883
C17 0.124293 -0.810860 1.978028
C18 1.130078 -0.690034 2.924313
C19 1.824749 0.508399 2.992014
C20 1.551163 1.470798 2.033377
C21 0.505891 1.378795 1.138153
H32 -0.318098 -1.822996 1.936301
H33 1.436902 -1.436874 3.631338
H34 2.568612 0.667171 3.757216
H35 2.245492 2.302983 2.003679

Forces on the atoms, in the same order (eV/Å):
P -0.15 -0.54 -3.59
P -1.33 -2.08 -1.29
C -0.15 -0.20 0.40
C 0.60 -1.07 0.33
H 0.21 0.05 -0.06
H -0.06 0.42 0.52
H 0.03 0.44 -0.27
H -0.68 0.36 -0.03
C 1.02 0.83 0.42
H -0.58 0.39 -0.43
H 0.11 -0.44 0.14
H -0.01 0.42 0.36
C -0.55 0.02 0.28
H -0.13 -0.03 0.04
H 0.37 0.12 0.03
H -0.09 0.37 -0.23
C 0.51 0.18 -1.50
H 0.04 0.37 -0.94
H 0.10 -0.29 0.93
H -0.60 0.04 0.33
C 0.86 0.04 0.52
H -0.52 0.74 0.16
H 0.13 -0.37 0.92
H -0.28 -0.30 -1.17
Ir -0.95 0.39 3.38
C -4.19 -3.79 -0.06
C 5.13 2.80 1.11
C -0.65 1.15 1.25
C 0.91 -0.62 0.49
C -1.93 2.70 1.01
C -0.13 2.18 -0.44
C -0.52 -0.52 0.89
C 0.00 -1.09 -0.35
C 0.07 0.42 2.11
H 1.25 1.12 0.16
H -0.77 -1.52 -2.27
H -0.47 -0.55 0.42
H 0.16 -0.68 0.42
H 0.13 -0.86 -0.52
H 0.20 0.40 -0.29
H 0.03 -0.45 0.41
H 0.85 -0.89 -1.51
H 0.12 1.09 1.04
H 1.35 -1.22 -0.79
H 0.34 -0.81 -0.30
H -0.26 1.81 0.61
H 0.89 0.19 -0.88
H 0.19 0.15 -1.16
H -0.30 -0.47 -0.28
O -0.68 0.13 -0.73
B 0.24 -1.59 1.85
O -0.29 0.58 -1.11
C 1.25 0.18 0.37
C -1.24 -2.14 -0.29
C 0.20 1.38 -0.07
C -0.60 -0.26 -0.59
C 1.08 1.71 0.09
C 0.54 -1.01 0.75
H -0.23 0.82 -0.23
H -0.45 -0.65 -0.09
H 0.21 0.10 -0.18
H -0.34 0.32 -0.09

Löwdin population analysis, charges in e, atoms 1 to 6: 0.74, 1.05, -0.33, -0.34, 0.08, 0.11

- Among the records above, which one has the lowest charge?
  C32H57N2O11PS

- Which value of charge does entry 3 give?
  +2

- What is the charge in the first record?
  +2